174
Properties=species:S:1:pos:R:3 method="wB97M-V/def2-TZVPD" homo_lumo_gap_ev=9.714 relative_energy_kcal_mol=39.7 spin_multiplicity=1 smiles="CCOC(=O)OC.CCOC(=O)OC.CCOC(=O)OC.CCOC(=O)OC.CCOC(=O)OC.CCOC(=O)OC.CCOC(=O)OC.CCOC(=O)OC.CCOC(=O)OC.C1CCOC1.C1CCOC1.C1CCOC1"
C 0.41723 -2.22069 1.19402
C 0.41659 -1.42011 -0.09302
O -0.64939 -0.49150 -0.02947
C -0.48401 0.82892 -0.17134
O 0.57048 1.39125 -0.31672
O -1.67973 1.39930 -0.17350
C -1.74958 2.69882 -0.78732
H -0.52172 -2.76667 1.27562
H 0.36890 -1.41767 1.93788
H 1.32499 -2.72943 1.50288
H 0.25925 -2.08817 -0.94152
H 1.42303 -1.03176 -0.25703
H -1.26559 3.48104 -0.20224
H -2.79236 3.01193 -0.76845
H -1.35592 2.69929 -1.80254
C 0.82176 -2.61340 -3.83794
C 1.38874 -3.01811 -5.23638
O 2.24310 -2.03274 -5.81621
C 3.46349 -1.99956 -5.30625
O 3.87501 -2.60287 -4.33199
O 4.19969 -1.17990 -6.07217
C 5.50995 -0.82052 -5.56977
H 1.58263 -2.63428 -3.05763
H 0.00360 -3.28002 -3.56825
H 0.49177 -1.57317 -3.83535
H 0.54148 -3.30332 -5.85901
H 1.94753 -3.95365 -5.18374
H 5.84788 -1.44085 -4.74146
H 5.34798 0.14829 -5.09467
H 6.33053 -0.66202 -6.26580
C -2.20084 -3.59741 -0.97827
C -3.52142 -4.26564 -0.64706
O -3.89333 -3.87337 0.68281
C -5.08574 -4.26352 1.14325
O -5.94854 -4.68750 0.40574
O -5.23255 -3.88460 2.42659
C -6.45230 -4.18988 3.10332
H -1.51653 -4.13435 -0.31999
H -2.25519 -2.52771 -0.78168
H -1.96631 -3.78499 -2.02542
H -3.49388 -5.34564 -0.49972
H -4.29684 -3.90818 -1.32515
H -7.35654 -3.94622 2.54653
H -6.45669 -3.64163 4.04291
H -6.42961 -5.26121 3.30375
C -0.32701 1.59231 3.25963
C -0.45079 3.10045 2.94328
O 0.67378 3.73273 3.55380
C 0.49670 4.42111 4.62413
O -0.53738 4.88394 5.01576
O 1.70802 4.71561 5.20148
C 1.81867 5.67070 6.20543
H -0.54580 1.39839 4.31081
H 0.61079 1.12018 2.97257
H -1.16631 1.10530 2.75617
H -1.39313 3.38854 3.40378
H -0.39300 3.21525 1.86345
H 2.76972 5.50171 6.71091
H 1.07710 5.58483 7.00207
H 1.81756 6.70500 5.85819
C -2.94318 6.65913 -3.25218
C -3.56594 5.90710 -2.13509
O -3.91115 6.80369 -1.09639
C -3.33464 6.69668 0.08573
O -2.51468 5.85053 0.42052
O -3.80629 7.70859 0.85885
C -3.40828 7.84835 2.19294
H -1.89205 6.86975 -3.03077
H -3.33734 7.65206 -3.46439
H -2.87156 6.06347 -4.16280
H -3.03941 4.97289 -1.94218
H -4.51031 5.51426 -2.52275
H -3.59131 6.89665 2.69709
H -3.99148 8.64855 2.64270
H -2.35591 8.03971 2.41139
C 8.18083 -2.61640 6.04076
C 7.23261 -2.97596 4.85986
O 6.29974 -1.92721 4.68631
C 5.40271 -1.96086 3.68086
O 5.21544 -2.90727 2.92699
O 4.67620 -0.84188 3.74014
C 3.71126 -0.63129 2.78676
H 8.89134 -3.44228 6.08308
H 7.54856 -2.42410 6.90370
H 8.82691 -1.77167 5.80087
H 6.54925 -3.77430 5.16013
H 7.73303 -3.24332 3.92963
H 4.13960 -0.55749 1.78582
H 3.33900 0.37299 2.99917
H 2.83416 -1.27658 2.85268
C -2.94862 -1.19132 4.74722
C -2.41784 -2.52006 4.31711
O -1.00958 -2.43080 4.40308
C -0.36441 -3.53888 3.95838
O -0.82614 -4.58143 3.55639
O 0.95746 -3.31178 3.91551
C 1.91000 -4.33847 3.90978
H -2.56977 -0.48153 4.00765
H -2.59487 -0.92714 5.74261
H -4.03241 -1.10004 4.67914
H -2.81675 -2.80676 3.34419
H -2.70888 -3.23299 5.09277
H 1.72057 -5.00636 3.07160
H 1.97839 -4.85811 4.86925
H 2.94414 -3.99234 3.88618
C 4.60283 3.41139 -7.41189
C 3.54554 2.36918 -7.06510
O 3.70368 1.75711 -5.77604
C 2.68070 1.74900 -4.90340
O 1.52107 2.07928 -5.12219
O 3.20032 1.31066 -3.74302
C 2.37564 1.05597 -2.62143
H 5.55232 2.90760 -7.58001
H 4.61084 4.15237 -6.61342
H 4.25242 3.89827 -8.32160
H 3.55076 1.49342 -7.72062
H 2.51007 2.65154 -7.26307
H 2.97103 0.69034 -1.78686
H 1.55722 0.33822 -2.69898
H 1.90242 1.98696 -2.30901
C 1.46050 -8.14957 1.84983
C 1.20638 -6.94200 0.91932
O 2.33673 -6.65130 0.08212
C 2.64097 -5.43577 -0.28372
O 1.96676 -4.43445 -0.09981
O 3.82831 -5.44727 -0.90058
C 4.33001 -4.21029 -1.35935
H 1.37733 -9.03395 1.21975
H 0.65980 -8.16625 2.58733
H 2.45056 -8.05355 2.29309
H 0.84539 -6.07891 1.47577
H 0.42201 -7.28918 0.24569
H 3.67792 -3.71819 -2.08341
H 5.19634 -4.48046 -1.96051
H 4.46230 -3.59404 -0.47081
C -2.59526 0.14853 -3.57573
C -2.50973 -0.87552 -4.73975
C -3.96282 -0.82199 -5.31365
O -4.38990 0.46575 -4.89521
C -3.98621 0.76759 -3.57712
H -1.78452 0.87566 -3.60952
H -2.44352 -0.43341 -2.66208
H -2.04638 -1.84248 -4.55225
H -1.87574 -0.43173 -5.51092
H -4.56231 -1.58675 -4.81103
H -4.10871 -0.88733 -6.38920
H -4.68918 0.41384 -2.81964
H -4.00333 1.85804 -3.60867
C 0.88341 6.04196 -0.23015
C 1.92899 5.29968 -1.01308
C 2.62763 4.42659 0.01467
O 2.66723 5.28359 1.17650
C 1.55498 6.14209 1.14133
H -0.03189 5.45564 -0.14021
H 0.65851 7.02318 -0.64501
H 2.71351 5.99394 -1.32191
H 1.58565 4.68113 -1.84285
H 3.64492 4.11628 -0.21964
H 2.04361 3.52108 0.20419
H 1.91061 7.17336 1.21508
H 0.85728 5.96834 1.96273
C -4.97605 0.70476 1.21771
C -6.30582 0.15108 1.54843
C -6.52096 -0.97720 0.56622
O -5.34804 -1.04697 -0.28777
C -4.30998 -0.42093 0.48439
H -4.51931 1.16676 2.09451
H -5.10153 1.54469 0.53032
H -7.04501 0.94334 1.40629
H -6.54227 -0.23615 2.54065
H -7.47649 -0.87704 0.05198
H -6.63589 -1.86990 1.18589
H -3.54144 0.01425 -0.15226
H -3.82056 -1.07834 1.20877



172
Properties=species:S:1:pos:R:3 method="wB97M-V/def2-TZVPD" total_charge=-1 homo_lumo_gap_ev=5.931 relative_energy_kcal_mol=0.0 spin_multiplicity=1
C -7.17382 -4.66986 -1.28508
O -5.89720 -4.86665 -1.83505
C -5.15272 -5.88699 -1.18545
C -5.10534 -7.17583 -2.01091
C -5.10682 -8.45769 -1.16895
C -6.50235 -8.98194 -0.76613
C -6.75689 -9.08900 0.74673
C -7.43617 -7.86348 1.37459
C -7.12066 -7.59702 2.85347
C -5.63147 -7.43473 3.19743
C -5.15747 -5.96862 3.28324
C -3.87273 -5.60429 2.53226
C -2.57079 -5.88896 3.32190
C -2.18341 -7.37865 3.36340
C -2.16167 -8.24314 2.10161
C -1.30711 -9.50163 2.27802
Cl -1.58567 -7.35072 0.62939
C -1.38070 -4.99924 2.86202
O -0.91144 -4.32608 3.98362
B -2.06950 -4.25570 4.94871
C -3.01217 -2.92866 4.66257
C -2.29819 -1.64107 5.09266
C -1.29851 -1.14712 4.05948
O -1.92384 -0.75046 2.83685
C -2.33681 0.58637 2.77150
O -2.76480 -5.54154 4.67701
H -7.11996 -4.49413 -0.20295
H -7.59309 -3.78642 -1.76754
H -7.84688 -5.52138 -1.46370
H -4.14270 -5.50301 -1.02185
H -5.57539 -6.08202 -0.19273
H -4.18722 -7.16709 -2.60633
H -5.93557 -7.17174 -2.72349
H -4.58746 -9.23334 -1.73742
H -4.50208 -8.28099 -0.27164
H -6.63221 -9.97970 -1.19516
H -7.28066 -8.35768 -1.22180
H -7.39026 -9.96339 0.92476
H -5.79668 -9.28161 1.22947
H -8.51803 -8.02969 1.29845
H -7.24042 -6.96394 0.77806
H -7.62406 -6.66712 3.13769
H -7.58409 -8.38693 3.45550
H -5.00832 -7.97417 2.48248
H -5.44607 -7.91369 4.16570
H -4.99063 -5.70822 4.33035
H -5.96555 -5.31740 2.92527
H -3.88280 -4.53312 2.31950
H -3.84201 -6.13500 1.57456
H -1.18634 -7.41975 3.81467
H -2.89223 -7.85495 4.04920
H -3.16947 -8.56574 1.84331
H -0.33298 -9.40743 1.79929
H -1.81477 -10.37114 1.85302
H -1.16836 -9.69873 3.34377
H -1.70951 -4.31376 2.05940
H -0.58071 -5.61146 2.42928
H -1.66553 -4.20278 6.12431
H -3.27635 -2.82637 3.60062
H -3.96344 -3.01142 5.20558
H -1.73739 -1.82417 6.01866
H -3.00361 -0.81887 5.29300
H -0.72501 -0.29303 4.45257
H -0.59497 -1.94467 3.81312
H -3.40614 0.64286 2.53285
H -2.18614 1.13706 3.70655
H -1.77650 1.10709 1.99218
C 0.55939 7.11311 1.07635
C 1.37960 6.44640 2.15766
O 1.19862 5.02283 2.17724
C 1.82082 4.33898 1.22239
O 2.52556 4.81136 0.36376
O 1.54912 3.05677 1.39257
C 2.08912 2.16053 0.41292
H -0.49058 6.83475 1.17563
H 0.64657 8.19683 1.15596
H 0.89713 6.81082 0.08618
H 1.05375 6.76034 3.14712
H 2.44132 6.67724 2.06051
H 3.16412 2.29803 0.32043
H 1.60947 2.31909 -0.55190
H 1.86284 1.16598 0.78660
C -3.11403 3.28494 -4.27595
C -2.20127 2.11977 -4.58385
O -1.46207 1.71683 -3.42541
C -2.16422 0.97402 -2.56216
O -3.28377 0.57713 -2.74511
O -1.40160 0.70578 -1.51466
C -2.00922 -0.16079 -0.53788
H -2.52550 4.10644 -3.86503
H -3.61126 3.63210 -5.18208
H -3.87473 2.99765 -3.55266
H -1.43986 2.40138 -5.30894
H -2.75427 1.26661 -4.97766
H -2.32419 -1.09421 -0.99762
H -2.86045 0.33218 -0.07470
H -1.24676 -0.35640 0.20850
C 5.35988 11.77298 -0.33693
C 6.50183 10.98294 0.26253
O 6.05852 9.75938 0.86856
C 5.76140 8.77130 0.02495
O 5.87910 8.81152 -1.17513
O 5.32081 7.74213 0.72713
C 4.90747 6.60023 -0.04718
H 4.59412 11.96220 0.41590
H 5.72852 12.73025 -0.70653
H 4.90650 11.23218 -1.16593
H 6.96829 11.52879 1.08019
H 7.26574 10.76050 -0.48182
H 5.70808 6.29070 -0.71525
H 4.01364 6.83691 -0.61815
H 4.68564 5.82239 0.67296
C -5.56367 9.60473 -0.05928
C -4.42601 9.49831 -1.05003
O -3.55593 8.39142 -0.76200
C -4.02561 7.19455 -1.11528
O -5.06987 6.98298 -1.67411
O -3.13571 6.27981 -0.75610
C -3.51798 4.92500 -1.02056
H -5.17593 9.66338 0.95819
H -6.14515 10.50440 -0.26243
H -6.22307 8.74185 -0.13189
H -3.77443 10.36803 -0.99064
H -4.79254 9.40946 -2.07233
H -3.79057 4.81190 -2.06452
H -4.35085 4.62846 -0.38525
H -2.64536 4.32160 -0.78770
C 8.55457 10.14029 -3.27982
C 7.62881 9.10989 -3.88360
O 7.48058 9.29385 -5.31045
C 8.49850 8.89101 -6.05053
O 9.50997 8.36450 -5.65883
O 8.22316 9.15241 -7.32948
C 9.26142 8.79940 -8.24461
H 8.20498 11.14784 -3.51050
H 8.57437 10.01192 -2.19811
H 9.57007 10.03159 -3.65812
H 6.62350 9.20665 -3.48713
H 7.97518 8.09645 -3.68660
H 9.54615 7.75641 -8.12229
H 10.13308 9.43576 -8.09517
H 8.84391 8.96499 -9.23279
C 14.43992 5.44987 -1.85202
C 15.36111 5.77317 -3.00697
O 14.64552 5.94899 -4.24097
C 14.01350 7.11594 -4.36997
O 14.03417 8.01870 -3.57398
O 13.36506 7.11211 -5.52689
C 12.58313 8.29136 -5.77715
H 13.83456 4.57323 -2.08397
H 15.02900 5.23905 -0.95920
H 13.77588 6.28582 -1.64005
H 16.03696 4.94460 -3.20987
H 15.95570 6.66423 -2.80727
H 13.21135 9.17677 -5.70030
H 11.75384 8.35403 -5.07852
H 12.20679 8.17468 -6.78806
C -4.74130 -15.74702 1.66570
C -3.73428 -15.42161 2.74642
O -3.56681 -14.00679 2.92416
C -4.54144 -13.39832 3.59994
O -5.50152 -13.93575 4.08896
O -4.26441 -12.10293 3.64859
C -5.25298 -11.29052 4.29555
H -4.46177 -15.26217 0.72986
H -4.77199 -16.82493 1.50380
H -5.73664 -15.41003 1.94956
H -2.74126 -15.77217 2.47170
H -4.00973 -15.87324 3.69919
H -5.46621 -11.66887 5.29249
H -6.16763 -11.26877 3.70556
H -4.81749 -10.29740 4.34871